Entry 1:
A structure of composition C42H43N4O2S3TeW. Source: OMol25; level of theory: the ωB97M-V functional and the def2-TZVPD basis.

Positions of all 96 atoms, in Å:
W -0.13237 -0.12248 0.71818
O 0.99420 -3.45851 1.74192
C 0.90774 -2.81519 0.75410
N 1.38460 -1.38360 0.56297
C 2.20678 -1.27424 -0.58431
C 3.12955 -2.23027 -1.00201
C 3.82177 -1.99077 -2.17360
C 3.61088 -0.81984 -2.91931
C 2.69297 0.12722 -2.50132
C 1.98380 -0.13465 -1.33884
N 1.06558 0.75129 -0.76367
C 1.73020 1.55026 0.24952
O 2.77185 1.25699 0.78487
C 0.89848 2.62740 0.85375
C 1.19448 3.95912 0.99310
C 0.34664 4.70642 1.80670
C -0.71403 4.07899 2.44813
C -0.95034 2.72954 2.25480
N -0.16059 2.01974 1.43138
C 0.19587 -3.16838 -0.51229
C 0.15630 -4.44879 -1.00651
C -0.42173 -4.62943 -2.26352
C -0.89858 -3.52597 -2.94239
C -0.84376 -2.27231 -2.33392
N -0.32085 -2.09742 -1.12903
H 3.32226 -3.12336 -0.42040
H 4.54979 -2.71391 -2.51361
H 4.18012 -0.65432 -3.82311
H 2.52862 1.04230 -3.05368
H 2.05514 4.38831 0.49997
H 0.52673 5.76242 1.95824
H -1.37307 4.62683 3.10710
H -1.76522 2.21972 2.74903
H 0.59082 -5.26623 -0.44769
H -0.47221 -5.61399 -2.70826
H -1.31586 -3.61727 -3.93516
H -1.21597 -1.40119 -2.85126
C -3.41628 0.22976 -2.39035
C -2.16446 1.11007 -2.52991
S -1.43144 1.84610 -1.06017
C -2.76517 2.89515 -0.45062
C -3.91262 2.25002 0.30521
S -3.35166 1.04748 1.51816
C -4.63005 -0.19013 1.30618
C -4.82362 -0.78256 -0.10443
S -3.33268 -1.02172 -1.08910
H -3.57204 -0.27323 -3.34569
H -4.29378 0.85156 -2.22805
H -2.40069 1.94638 -3.19286
H -1.33548 0.57487 -2.99764
H -3.15128 3.44117 -1.31426
H -2.25786 3.62830 0.17541
H -4.58096 1.74262 -0.38192
H -4.49173 3.02313 0.81095
H -5.56842 0.26336 1.63114
H -4.39605 -0.96384 2.03513
H -5.53019 -0.19133 -0.68562
H -5.27863 -1.76802 -0.00546
C -2.23033 -4.80966 2.02546
C -2.41139 -3.52375 2.85955
C -3.89985 -3.30538 3.18405
C -1.59026 -3.61512 4.15917
C -1.90448 -2.40862 2.06683
C -1.42088 -1.45634 1.45195
H -2.61337 -5.64769 2.60766
H -1.17739 -4.99019 1.81401
H -2.78592 -4.75587 1.08896
H -4.24404 -4.16104 3.76522
H -4.50549 -3.25081 2.27994
H -4.05828 -2.40836 3.78447
H -1.93850 -4.47768 4.72695
H -1.72730 -2.72832 4.77994
H -0.52897 -3.75067 3.94722
Te 0.74228 -0.43006 3.39778
C -0.58402 0.74221 4.50058
C -1.92206 0.36828 4.58003
C -2.79650 1.14780 5.32431
C -2.33326 2.27983 5.98406
C -0.99257 2.63638 5.90816
C -0.10475 1.86995 5.16348
C 2.48729 0.40472 4.22664
C 2.60702 -0.19697 5.47999
C 3.67569 0.16452 6.28918
C 4.60325 1.09207 5.83780
C 4.46679 1.66421 4.58175
C 3.40184 1.32599 3.75124
H -2.28834 -0.52062 4.07972
H -3.83679 0.86226 5.40384
H -3.01547 2.87768 6.57301
H -0.62970 3.50611 6.43951
H 0.93572 2.15329 5.11499
H 1.89942 -0.93270 5.84729
H 3.78027 -0.29018 7.26471
H 5.43922 1.36260 6.46779
H 5.19823 2.38131 4.23402
H 3.31117 1.77687 2.77793

Results
E_LUMO (spin up / spin down), eV: -10.6467 / -10.6651
E, eV: -95902.9728
2S+1: 1
Total charge: +3

=====

Entry 2:
A structure of composition C42H43N5Sb2V. Source: OMol25; level of theory: the ωB97M-V functional and the def2-TZVPD basis.

Positions of all 93 atoms, in Å:
V -0.64599 -0.10294 -0.78227
C -0.48420 -5.36524 0.22226
C 0.13133 -4.88439 -0.92854
C -0.21005 -3.64132 -1.43906
C -1.16437 -2.88228 -0.77318
C -1.78924 -3.35173 0.37331
C -1.44851 -4.60422 0.86744
N -1.54078 -1.58228 -1.27746
C -2.42226 -1.49541 -2.37271
C -2.85159 -2.58904 -3.11684
C -3.64923 -2.37228 -4.22834
C -4.01612 -1.08158 -4.60088
C -3.61178 0.00887 -3.84802
C -2.82754 -0.20650 -2.72542
N -2.39102 0.85901 -1.85053
N -3.17696 1.81804 -1.90462
C -2.99180 3.06684 -1.28023
C -4.17439 3.78331 -1.13232
C -4.10035 5.08775 -0.66703
C -2.84615 5.63350 -0.46277
C -1.72393 4.83740 -0.67404
N -1.77918 3.55610 -1.03174
H -0.22337 -6.34262 0.60462
H 0.86791 -5.48920 -1.44072
H 0.25103 -3.26549 -2.34459
H -2.56577 -2.76163 0.84595
H -1.94722 -4.99015 1.74657
H -2.57167 -3.59166 -2.82541
H -3.98523 -3.21706 -4.81399
H -4.62712 -0.92630 -5.47923
H -3.89958 1.01265 -4.12471
H -5.11364 3.32460 -1.40890
H -4.99653 5.67565 -0.52310
H -2.72237 6.66591 -0.16647
H -0.73609 5.26909 -0.56496
C -1.34518 -0.88847 3.20344
Sb -1.76706 0.40454 1.59352
C -3.87306 0.28538 1.39616
C -1.38637 2.33636 2.43086
C -0.00408 2.36331 3.01469
C 0.20236 1.86351 4.29926
C 1.46755 1.83292 4.86234
C 2.55132 2.31011 4.13906
C 2.35398 2.83518 2.87233
C 1.08583 2.87721 2.29524
C 0.90113 3.56068 0.97395
Sb 0.91868 2.27230 -0.74912
C 1.10795 3.56203 -2.41816
C 2.96073 1.73224 -0.51108
H -1.96536 -0.57410 4.04230
H -0.29666 -0.80954 3.47209
H -1.59824 -1.90974 2.92686
H -4.31654 0.31420 2.39037
H -4.15522 -0.63952 0.89655
H -4.23477 1.13301 0.81628
H -2.16160 2.45795 3.18921
H -1.55308 3.07474 1.64951
H -0.64656 1.52034 4.87994
H 1.60297 1.46170 5.86918
H 3.54128 2.30943 4.57471
H 3.19453 3.25969 2.33569
H 1.75513 4.20559 0.75827
H 0.00912 4.17657 0.96090
H 1.56886 4.49309 -2.08873
H 0.13973 3.76186 -2.86385
H 1.76619 3.08936 -3.14534
H 3.54362 2.65218 -0.46390
H 3.32225 1.13847 -1.34915
H 3.09375 1.18487 0.42157
N 0.86093 -0.70244 -0.35393
C 2.01083 -1.35548 -0.21855
C 2.75363 -1.68762 -1.40729
C 2.51119 -1.02125 -2.62551
C 3.19852 -1.37727 -3.76162
C 4.12646 -2.42125 -3.71051
C 4.35828 -3.10786 -2.52515
C 3.67777 -2.74902 -1.37705
C 2.45267 -1.74210 1.10859
C 3.79753 -1.59114 1.47820
C 4.19995 -1.95506 2.74931
C 3.28144 -2.50539 3.63721
C 1.95029 -2.67445 3.26680
C 1.52865 -2.27215 2.01461
H 1.80686 -0.19777 -2.66280
H 3.03056 -0.85060 -4.69093
H 4.66389 -2.70192 -4.60700
H 5.06292 -3.92756 -2.50151
H 3.82590 -3.31044 -0.46520
H 4.50533 -1.15627 0.78381
H 5.23020 -1.82016 3.04866
H 3.60718 -2.81172 4.62251
H 1.25219 -3.13061 3.95655
H 0.50739 -2.43332 1.69377

Results
E_LUMO (spin up / spin down), eV: -10.2703 / -10.2768
E, eV: -90438.2870
2S+1: 1
Total charge: +3

=====

Entry 3:
A structure of composition C42H45BBaF2N14O9S. Source: OMol25; level of theory: the ωB97M-V functional and the def2-TZVPD basis.

Positions of all 115 atoms, in Å:
Ba 13.78856 12.41440 11.55179
C 8.65246 12.48338 11.85795
C 9.93379 12.97061 11.56405
N 10.82248 12.02833 11.45349
N 10.16130 10.86873 11.69812
C 8.85043 11.12284 11.92481
B 10.90803 9.48796 11.65388
N 11.73673 9.35664 10.34196
C 11.68708 8.36649 9.42732
C 12.46091 8.72247 8.35017
C 12.93006 10.02123 8.73016
N 12.54744 10.34701 9.92632
N 11.78786 9.35741 12.92992
C 12.18421 8.23097 13.58128
C 12.92085 8.61767 14.67801
C 12.97541 10.01099 14.58968
N 12.28886 10.45029 13.55416
N 9.77265 8.45550 11.68346
C 8.92392 8.06578 10.67846
C 7.94058 7.28282 11.23667
C 8.23355 7.22205 12.60674
N 9.34868 7.90345 12.85172
H 7.71045 13.00344 12.00066
H 10.18038 14.02301 11.32531
H 8.13366 10.33693 12.11811
H 11.14404 7.44828 9.60731
H 12.59530 8.14693 7.48575
H 13.61054 10.67189 8.17971
H 11.89439 7.24678 13.19482
H 13.45693 7.95368 15.38352
H 13.42131 10.68875 15.26899
H 9.04981 8.42654 9.65582
H 7.13679 6.78041 10.72581
H 7.72558 6.69358 13.39669
F 19.18567 11.51186 8.40080
C 17.97555 12.12752 8.32972
C 17.20273 12.17718 9.46922
C 15.88376 12.67861 9.44498
C 15.47845 13.21081 8.19160
C 16.33864 13.19184 7.05350
F 15.89133 13.72295 5.87328
C 17.58000 12.66788 7.09817
C 14.15388 13.82442 8.10468
C 13.88119 14.95444 7.33397
C 12.64349 15.55796 7.35258
C 11.61642 14.96377 8.08369
C 11.93572 13.83073 8.79692
N 13.17546 13.30161 8.85205
H 17.66667 11.85565 10.41741
H 18.24983 12.60191 6.24342
H 14.71720 15.40822 6.82575
H 12.50861 16.49887 6.85878
H 10.61166 15.33889 8.13619
H 11.16023 13.37652 9.36515
O 19.12629 16.32998 14.36957
C 18.27891 15.59646 13.91547
C 18.48670 14.12285 13.71141
O 19.48347 13.50989 14.05307
C 17.22231 13.56433 13.07358
C 16.21800 14.68068 13.01594
O 15.10413 14.63639 12.51204
C 16.82443 15.90400 13.66049
O 16.31318 16.98125 13.94855
O 17.11544 12.41180 12.76888
C 11.31154 16.49460 17.02441
C 10.61180 16.11586 15.71244
N 11.01150 14.84876 15.15963
C 10.37312 13.64504 15.63317
C 11.20547 12.80938 16.60543
C 12.03216 14.70303 14.22862
C 12.64435 15.97237 13.71148
N 12.42982 13.57040 13.76008
H 10.91012 17.35791 17.47536
H 12.37592 16.61834 16.84218
H 11.23546 15.62406 17.69665
H 10.90287 16.86928 14.97734
H 9.48958 16.11743 15.82150
H 10.07871 13.03150 14.77682
H 9.41606 13.92804 16.03110
H 12.17567 12.58711 16.21150
H 10.73723 11.88262 16.88934
H 11.37435 13.46008 17.48854
H 11.80204 16.45605 13.19305
H 13.38885 15.77194 12.93624
H 13.08234 16.59177 14.51253
H 11.88164 12.78773 14.15483
C 21.77942 10.18791 9.87093
C 20.64955 10.28618 10.87474
S 20.14872 8.62144 11.39975
O 19.36228 8.03489 10.32294
O 21.31967 7.91278 11.90151
C 19.00429 8.96321 12.75356
C 17.92300 7.86005 12.88551
N 16.65991 8.22718 12.24837
C 15.98846 9.35246 12.65355
N 15.22356 9.85095 11.70068
C 15.42416 9.03558 10.60798
C 16.31837 8.08163 10.92547
N 16.56483 6.95161 10.13442
O 17.11379 5.97747 10.63462
O 16.21880 7.03911 8.97534
C 16.15789 9.88764 14.02327
H 22.08363 11.17426 9.54209
H 21.40594 9.62636 8.99282
H 22.61278 9.67328 10.29724
H 19.74091 10.63693 10.41089
H 20.87358 10.85540 11.78674
H 18.54501 9.92839 12.53134
H 19.60796 8.96881 13.65918
H 17.70125 7.66345 13.93384
H 18.22272 6.94899 12.43561
H 14.83343 9.14422 9.76352
H 15.71124 9.24963 14.74111
H 15.63892 10.84128 14.01911
H 17.16623 10.13316 14.32017

Results
Expectation value of S²: 0.768
E_LUMO (spin up / spin down), eV: 1.8752 / 0.1852
E, eV: -101215.7735
2S+1: 2
Total charge: -1

=====

Entry 4:
A cluster of 6 separate species, C42H46BF15O18S4 in total. Source: OMol25; level of theory: the ωB97M-V functional and the def2-TZVPD basis.

Positions of all 126 atoms, in Å:
C 6.87244 -2.19020 -2.54447
C 6.43697 -0.80896 -2.05134
C 6.55255 0.25481 -3.12663
O 5.59236 1.29825 -2.86168
C 4.68793 1.50466 -3.85466
O 4.95647 1.44995 -5.01952
C 3.31295 1.76915 -3.28580
S 2.00806 1.25995 -4.43997
C 1.22104 0.12133 -3.30781
C 0.34351 0.66822 -2.38063
C -0.27056 -0.13827 -1.43863
C -0.03278 -1.50219 -1.39777
S -0.88920 -2.38299 -0.09775
C 0.83509 -2.08308 -2.33683
C 1.46663 -1.25807 -3.28552
C 2.42293 -1.90977 -4.23679
O 2.72140 -1.44627 -5.31029
C 3.05698 -3.17355 -3.77366
C 4.27577 -3.52170 -4.33640
C 4.90309 -4.67843 -3.92719
C 4.30434 -5.51099 -2.97864
S 5.11946 -6.99080 -2.48014
C 3.05343 -5.20101 -2.42613
C 2.44473 -6.12215 -1.40402
B 2.91331 -5.75210 0.06840
O 2.03213 -5.86101 1.12443
O 4.22418 -5.36529 0.26507
C 2.44048 -4.00176 -2.83585
C 1.10517 -3.56454 -2.33163
O 0.26908 -4.34292 -1.94536
O 7.26747 -0.39369 -0.93095
C 6.66088 -0.52676 0.27663
O 6.47329 0.41856 0.98542
C 6.25335 -1.92741 0.69540
S 4.45451 -2.18889 0.69512
H 7.89349 -2.39619 -2.22972
H 6.23048 -2.96635 -2.12839
H 6.83231 -2.26345 -3.62827
H 5.40537 -0.81266 -1.70246
H 6.37932 -0.19181 -4.10126
H 7.53429 0.72292 -3.08654
H 3.17389 1.19592 -2.37357
H 3.21525 2.82651 -3.03468
H 0.14814 1.72946 -2.41266
H -0.94361 0.30212 -0.71681
H 0.15172 -2.62622 0.70393
H 4.74755 -2.89154 -5.07643
H 5.85684 -4.96052 -4.35227
H 6.22969 -6.81377 -3.19979
H 2.81994 -7.13133 -1.61130
H 1.36777 -6.17586 -1.47192
H 2.03619 -5.08501 1.69278
H 4.33062 -4.62886 0.87613
H 6.72908 -2.70098 0.10068
H 6.54253 -2.06606 1.73397
H 4.23859 -2.18600 -0.62484
C -6.66740 -2.84451 2.78886
C -5.49350 -3.08293 1.86552
O -4.24806 -2.71652 2.50088
C -3.71955 -3.61598 3.30969
O -4.14388 -4.69839 3.58050
C -2.38498 -3.07735 3.86347
F -2.49509 -1.80074 4.25134
F -1.43823 -3.14089 2.91479
F -1.97636 -3.79087 4.90490
H -6.66096 -1.82117 3.13909
H -7.60470 -3.04455 2.27071
H -6.61030 -3.49514 3.66187
H -5.55788 -2.44819 0.98438
H -5.44156 -4.11692 1.52754
C -12.89166 0.41936 1.07191
C -11.70435 0.21822 0.15779
O -10.47935 0.65756 0.78533
C -9.91411 -0.19848 1.61725
O -10.29678 -1.29222 1.90844
C -8.60191 0.40012 2.16427
F -8.75179 1.67491 2.52362
F -7.64854 0.34234 1.22193
F -8.18521 -0.29226 3.21941
H -12.95355 1.45933 1.39252
H -13.81116 0.15639 0.55059
H -12.80958 -0.20210 1.96281
H -11.79540 0.82752 -0.73819
H -11.60374 -0.82122 -0.15086
C -2.84229 0.07529 6.49932
C -3.20217 1.53885 6.38006
O -4.50663 1.80734 6.93813
C -4.55688 1.96199 8.25035
O -3.64828 1.90602 9.02330
C -6.00556 2.28305 8.67634
F -6.88214 1.48434 8.06126
F -6.29876 3.55056 8.35749
F -6.14840 2.13482 9.98728
H -3.61390 -0.54193 6.04437
H -1.89448 -0.11841 6.00265
H -2.75208 -0.21944 7.54478
H -3.27534 1.83528 5.33607
H -2.46055 2.17798 6.85722
C 0.82310 6.89905 -7.77124
C 1.01574 7.47077 -6.38484
O 0.24885 6.73742 -5.40453
C 0.79526 5.61882 -4.96213
O 1.84641 5.14719 -5.27781
C -0.11684 4.98081 -3.89460
F -1.39911 4.98734 -4.26548
F -0.01416 5.65682 -2.74341
F 0.25324 3.72138 -3.67933
H -0.23607 6.87031 -8.02752
H 1.34585 7.51364 -8.50303
H 1.21110 5.88299 -7.83290
H 0.64242 8.49052 -6.32852
H 2.06520 7.48015 -6.09450
C 4.81376 3.41890 0.40288
C 4.09782 2.76447 1.56239
O 4.14424 3.59485 2.74492
C 3.24650 4.56015 2.81181
O 2.40036 4.82579 2.01035
C 3.40323 5.31958 4.14676
F 4.68580 5.58015 4.41269
F 2.91029 4.57837 5.14832
F 2.73957 6.46901 4.10937
H 5.83826 3.66469 0.68087
H 4.83720 2.74155 -0.45094
H 4.31497 4.34169 0.10475
H 4.59394 1.83719 1.83643
H 3.06119 2.53299 1.31920

Results
E_LUMO, eV: -1.1551
E, eV: -165939.2118
2S+1: 1
SMILES: C[C@H](COC(=O)CSc1ccc(S)c2c1C(=O)c1ccc(S)c(CB(O)O)c1C2=O)OC(=O)CS.CCOC(=O)C(F)(F)F.CCOC(=O)C(F)(F)F.CCOC(=O)C(F)(F)F.CCOC(=O)C(F)(F)F.CCOC(=O)C(F)(F)F

=====

Asked for maximum force across the records above, the calculation gives 2.03; 1.28; 2.38; 0.87 eV/Å in order.